[1]
The following is a DFT calculation (ωB97M-V/def2-TZVPD) of a molecular structure, C38H54FeIN5Se2Si.

Properties
DFT total energy = -228793.7746 eV
Spin multiplicity = 2
Charge = -1

Atoms and positions in Å:
Fe -0.764 0.873 -0.691
C -0.294 3.766 2.428
C -0.429 2.995 3.580
C -0.627 1.634 3.456
C -0.708 1.065 2.185
N -0.628 1.837 1.074
C -0.402 3.146 1.196
C -0.759 -0.385 1.922
C -0.762 -1.323 2.960
C -0.569 -2.665 2.677
C -0.338 -3.045 1.361
C -0.379 -2.102 0.340
C -0.642 -0.745 0.565
H -0.108 4.830 2.474
H -0.374 3.449 4.561
H -0.714 1.011 4.333
H -0.305 3.668 0.249
H -0.907 -1.018 3.990
H -0.568 -3.402 3.471
H -0.120 -4.084 1.135
H -0.186 -2.445 -0.673
I 0.640 -2.635 -5.504
C -0.327 -1.799 -3.892
C -1.435 -2.298 -3.240
N -1.720 -1.413 -2.265
N -0.854 -0.394 -2.247
C -0.005 -0.596 -3.241
H -2.027 -3.180 -3.405
H -2.372 -1.485 -1.497
H 0.760 0.138 -3.432
C 4.689 -0.328 -3.020
C 5.082 -1.451 -2.070
C 4.104 -2.624 -2.081
C 2.709 -2.293 -1.556
N 2.720 -1.937 -0.149
C 2.562 -0.683 0.365
Se 1.935 0.815 -0.593
N 2.674 -0.793 1.717
C 2.670 0.306 2.662
C 4.073 0.636 3.162
C 4.990 1.234 2.098
C 4.541 2.610 1.623
C 2.895 -2.110 2.066
C 3.043 -2.729 3.298
C 3.215 -4.107 3.299
C 3.239 -4.837 2.112
C 3.096 -4.217 0.877
C 2.923 -2.841 0.874
H 5.490 0.406 -3.109
H 3.799 0.199 -2.676
H 4.488 -0.723 -4.019
H 5.179 -1.066 -1.050
H 6.070 -1.832 -2.346
H 4.512 -3.451 -1.492
H 3.995 -2.992 -3.105
H 2.049 -3.159 -1.664
H 2.251 -1.457 -2.086
H 2.016 0.019 3.489
H 2.209 1.155 2.155
H 4.523 -0.271 3.575
H 3.974 1.346 3.990
H 5.053 0.549 1.246
H 6.000 1.301 2.513
H 3.640 2.549 1.012
H 5.313 3.085 1.018
H 4.335 3.263 2.474
H 3.004 -2.166 4.220
H 3.326 -4.626 4.242
H 3.369 -5.910 2.153
H 3.107 -4.787 -0.042
Se -0.234 2.621 -2.108
C -3.186 3.636 -0.698
Si -3.007 1.769 -1.032
C -4.267 1.052 0.331
C -4.105 -0.464 0.490
C -5.754 1.336 0.088
C -3.958 1.709 1.680
C -3.905 1.537 -2.781
C -2.942 1.745 -3.955
C -4.995 2.610 -2.953
C -4.551 0.163 -3.002
H -4.231 3.931 -0.582
H -2.735 4.196 -1.515
H -2.661 3.922 0.214
H -4.461 -0.999 -0.395
H -4.694 -0.832 1.341
H -3.065 -0.744 0.667
H -6.137 0.935 -0.848
H -5.963 2.408 0.103
H -6.340 0.885 0.899
H -2.916 1.617 1.975
H -4.563 1.241 2.467
H -4.203 2.772 1.665
H -2.468 2.724 -3.925
H -3.501 1.650 -4.895
H -2.132 1.017 -3.960
H -4.550 3.599 -3.057
H -5.709 2.655 -2.133
H -5.558 2.404 -3.871
H -3.797 -0.612 -3.134
H -5.141 0.187 -3.926
H -5.218 -0.151 -2.203

=====

[2]
The following is a DFT calculation (ωB97M-V/def2-TZVPD) of a molecular structure, C38H55BBaBr2I2N8S4Te in a non-equilibrium geometry.

Properties
DFT total energy = -260500.1597 eV
Spin multiplicity = 1
Energy above the lowest of the compared OMol25 structures with the same formula, charge and spin = 0.0000 eV
Charge = +2

Atoms and positions in Å:
Ba 0.132 -2.817 -0.458
C 3.456 0.357 3.223
C 2.763 0.537 1.903
C 3.315 1.413 1.034
C 2.841 1.452 -0.345
N 1.758 0.834 -0.692
N 0.965 0.235 0.291
B -0.500 0.504 0.171
N -1.213 0.599 1.510
N -0.791 1.683 2.220
C -1.501 1.967 3.300
C -2.611 1.191 3.777
C -2.840 0.025 3.165
C -3.960 -0.921 3.597
C -2.077 -0.341 1.964
S -2.316 -1.856 1.264
C -1.034 3.136 4.114
C -0.675 2.667 5.521
C 0.199 3.927 3.542
C -2.301 4.047 4.245
N -1.018 1.301 -0.943
N -1.345 2.586 -0.466
C -1.761 3.441 -1.332
C -2.018 3.063 -2.719
C -1.684 1.817 -3.173
C -1.680 1.334 -4.637
C -1.185 0.882 -2.214
S -0.861 -0.702 -2.610
C -1.905 4.898 -0.941
C -0.508 5.498 -1.292
C -2.977 5.726 -1.624
C -2.184 5.000 0.588
C 1.571 -0.194 1.502
S 1.066 -1.534 2.403
C 3.696 2.209 -1.411
C 3.940 3.630 -0.926
C 2.844 2.248 -2.734
C 5.051 1.545 -1.725
H 3.673 1.299 3.780
H 4.428 -0.130 3.010
H 2.818 -0.351 3.811
H 4.275 1.811 1.288
H -3.144 1.575 4.678
H -3.693 -1.962 3.519
H -4.802 -0.783 2.908
H -4.390 -0.668 4.559
H 0.230 2.014 5.528
H -1.497 2.092 6.002
H -0.473 3.557 6.148
H 1.095 3.332 3.462
H 0.382 4.778 4.245
H 0.008 4.308 2.531
H -3.044 3.559 4.874
H -2.687 4.315 3.255
H -2.044 4.992 4.791
H -2.424 3.785 -3.427
H -2.002 2.155 -5.297
H -2.378 0.460 -4.773
H -0.695 0.810 -4.837
H -0.306 5.269 -2.322
H 0.318 5.094 -0.668
H -0.554 6.569 -1.197
H -3.008 5.606 -2.711
H -2.822 6.795 -1.387
H -3.955 5.521 -1.198
H -1.345 4.534 1.148
H -3.107 4.480 0.856
H -2.264 6.081 0.794
H 3.015 4.108 -0.589
H 4.389 4.273 -1.737
H 4.636 3.680 -0.087
H 1.996 2.902 -2.599
H 2.459 1.250 -3.062
H 3.447 2.676 -3.542
H 5.659 1.414 -0.791
H 5.655 2.183 -2.428
H 4.972 0.550 -2.213
I -3.720 -2.827 -2.988
C -4.962 -4.603 -2.703
I -4.923 -5.545 -0.816
H -4.717 -5.387 -3.428
H -5.986 -4.258 -2.893
Br 2.355 -5.136 0.151
C 3.810 -3.923 -0.386
Br 3.299 -2.123 -1.103
H 4.381 -4.388 -1.192
H 4.382 -3.717 0.531
C -1.835 -4.650 3.736
Te -1.429 -6.362 2.447
C -0.267 -7.566 3.799
H -0.912 -4.090 3.870
H -2.221 -5.118 4.621
H -2.586 -4.067 3.208
H -0.647 -7.465 4.807
H 0.797 -7.194 3.645
H -0.406 -8.564 3.443
N -1.339 -5.361 -1.684
C -0.311 -5.323 -2.586
N 0.130 -4.142 -3.022
C 1.150 -4.347 -3.992
C 1.786 -3.295 -4.633
C 2.808 -3.716 -5.496
C 3.269 -5.024 -5.554
C 2.592 -6.095 -4.916
C 1.497 -5.757 -4.122
S 0.414 -6.781 -3.228
H -2.103 -4.693 -1.882
H -1.700 -6.277 -1.378
H 1.487 -2.226 -4.571
H 3.348 -2.928 -6.055
H 4.197 -5.239 -6.081
H 2.894 -7.130 -4.960